*P*
C4H25NO10 | wB97M-V/def2-TZVPD

HOMO-LUMO gap	10.25	eV
HOMO	-9.86	eV
charge	0
LUMO level	0.39	eV

Each line ends with the Löwdin charge.
Geometry (Å):
O (-1.2414, -1.3310, 2.7393)  -0.083
O (2.2946, 0.1363, 1.3572)  0.047
O (1.3355, -3.0398, 0.3723)  -0.001
O (1.0092, 3.1315, -0.7207)  -0.086
O (2.0737, 1.3176, -2.3919)  -0.117
O (-1.4007, 1.1699, 1.8422)  -0.049
O (1.1903, -0.6209, -0.7765)  -0.101
O (-0.8351, -0.8054, 0.1363)  -0.017
O (1.3914, -1.9467, 2.7473)  -0.018
O (0.9637, 2.1656, 1.7856)  -0.004
N (-0.5558, 0.1077, -1.9664)  0.115
C (-0.0945, -0.4778, -0.8099)  -0.627
C (-2.6478, -1.1975, -2.3902)  -0.047
C (-2.0134, 0.2179, -2.2787)  -0.366
C (-2.7416, 1.0473, -1.2281)  -0.062
H (-1.4731, 0.7583, 1.0029)  -0.030
H (-2.2491, 1.9682, -1.0236)  0.061
H (1.9308, -2.4027, 3.3725)  0.083
H (-2.0774, 0.7472, -3.2025)  0.124
H (0.4800, -3.3649, 0.2085)  0.045
H (0.0526, 1.8553, 1.8254)  -0.004
H (1.4385, -2.2163, -0.1045)  0.006
H (-1.2919, -1.4698, 1.7562)  0.037
H (0.9675, 2.6174, 0.8900)  0.049
H (1.8292, -0.2312, 0.4583)  0.069
H (1.9525, 0.4762, -1.7916)  0.060
H (1.7215, 1.0666, 1.6198)  0.065
H (-3.7037, -1.1061, -2.6878)  0.083
H (3.0440, 1.3257, -2.6386)  0.099
H (1.4208, -2.4174, 1.9226)  -0.003
H (-2.8990, 0.4700, -0.2456)  0.102
H (-0.3204, -1.5516, 2.9389)  0.002
H (0.1956, 3.4219, -1.1269)  0.041
H (-2.1823, -1.7708, -3.1843)  0.072
H (-2.5577, -1.7188, -1.4644)  0.059
H (-1.4085, 0.4168, 2.4859)  0.050
H (0.0744, 0.3205, -2.7302)  0.124
H (-3.7594, 1.2653, -1.6143)  0.090
H (2.0384, -0.6138, 2.0126)  0.087
H (1.4021, 2.4448, -1.4013)  0.046



*Q*
C4H25NO10 | wB97M-V/def2-TZVPD

structure (SMILES)	CC(=O)NCCO.O.O.O.O.O.O.O.O
HOMO-LUMO gap	10.00	eV
HOMO	-9.66	eV
charge	0
LUMO level	0.34	eV

Each line ends with the Löwdin charge.
Geometry (Å):
O (-3.3688, -2.4598, 1.1131)  -0.099
O (-0.9908, -0.3779, -2.3614)  -0.087
O (-0.4220, -3.2424, -0.8258)  -0.014
O (3.5100, 0.3476, -1.8157)  -0.142
O (2.1433, -0.1053, 0.4319)  -0.038
O (1.7997, 2.1171, -1.2021)  -0.092
O (-1.8111, 2.4315, -0.7675)  -0.087
O (-0.4596, -2.8275, 1.9686)  -0.044
O (1.4377, -1.1510, -1.8183)  -0.104
O (-2.7281, -0.4496, -0.5229)  -0.086
N (0.1062, 0.7467, 0.6522)  0.099
C (1.9869, 1.3335, 2.2416)  0.005
C (-1.2936, 2.8318, 0.4839)  -0.233
C (1.3935, 0.6659, 1.0559)  -0.506
C (-0.8938, 1.5685, 1.3414)  -0.165
H (1.6039, 0.8809, 3.2180)  0.118
H (-2.6608, 0.4936, -0.6414)  0.006
H (-2.0897, -0.8567, -1.1710)  0.028
H (-0.5942, 1.9748, 2.3275)  0.116
H (2.3307, 1.2647, -1.2905)  -0.019
H (-0.3524, 3.5789, 0.5046)  0.159
H (2.8723, -0.1198, -2.4661)  0.084
H (-0.7539, -3.5208, 2.5793)  0.063
H (-1.7840, 1.0009, 1.6627)  0.116
H (-1.1028, 1.8733, -1.1801)  0.073
H (-1.2913, -2.4994, 1.6876)  -0.023
H (1.1755, -2.1128, -1.8915)  0.087
H (-0.6445, -4.0386, -1.2857)  0.048
H (2.5140, 2.7465, -1.1274)  0.036
H (-0.1024, -0.7346, -2.1511)  -0.017
H (1.6551, 2.3787, 2.3465)  0.078
H (-0.8126, 0.1799, -3.1713)  0.109
H (-3.4920, -1.4743, 0.9026)  0.056
H (-0.1711, 0.4220, -0.2631)  0.099
H (1.5678, -0.9734, -0.8565)  0.020
H (3.8946, -0.3430, -1.1142)  0.137
H (-2.2015, 3.1765, 0.9995)  0.115
H (-0.0635, -3.3506, 0.0304)  -0.003
H (3.0972, 1.2860, 2.1202)  0.106
H (-3.0037, -2.6622, 0.2562)  0.000



Which structure is the least stable? The one labeled *Q*.



*P*
C9H11O3 | wB97M-V/def2-TZVPD

HOMO-LUMO gap	7.25	eV
HOMO	-3.77	eV
charge	-1
LUMO level	3.47	eV

Each line ends with the Löwdin charge.
Geometry (Å):
O (-0.3174, 1.6303, -0.5125)  -0.129
O (-1.7408, 0.9864, -2.3940)  0.019
O (-2.0064, 1.2128, -4.5827)  0.015
C (-0.1601, 0.9283, 1.7711)  -0.043
C (0.1381, 1.7432, -3.6163)  -0.018
C (-0.2194, 0.6817, 0.3808)  -0.419
C (-1.2955, 1.2515, -3.5925)  -0.644
C (0.3334, -1.6438, 0.8811)  -0.082
C (0.4870, -1.3529, 2.2342)  -0.331
C (0.1291, -0.0719, 2.6735)  -0.093
C (0.8682, -2.3979, 3.2585)  -0.088
C (0.0072, -0.6537, -0.0359)  -0.026
H (1.8465, -2.1187, 3.6540)  0.064
H (0.4859, 2.1338, -4.5759)  0.065
H (0.2330, 2.6031, -2.9560)  0.076
H (0.1294, 0.0952, 3.7475)  0.097
H (0.8330, 0.9265, -3.4229)  0.078
H (0.1590, -2.3802, 4.0859)  0.064
H (1.0142, -3.4015, 2.8662)  0.060
H (-0.3086, 1.9376, 2.1398)  0.096
H (-0.0909, -0.8656, -1.0924)  0.098
H (0.6483, -2.6536, 0.6278)  0.094
H (-1.1732, 1.4095, -1.5394)  0.048



*Q*
C9H11O3 | wB97M-V/def2-TZVPD

HOMO-LUMO gap	6.45	eV
HOMO	-2.88	eV
charge	-1
LUMO level	3.57	eV

Each line ends with the Löwdin charge.
Geometry (Å):
O (1.2033, 0.3875, 2.2284)  0.075
O (2.4119, 2.1935, 2.1890)  0.074
O (-2.6344, 0.3814, 0.8622)  -0.139
C (0.0966, -1.6891, -0.2368)  -0.094
C (-1.9660, -0.3123, 0.0471)  -0.529
C (-1.8805, -0.1238, -1.3710)  -0.069
C (-0.8059, -0.5071, -2.1653)  -0.099
C (0.2068, -1.2543, -1.5805)  -0.340
C (-0.9843, -1.2796, 0.5190)  -0.086
C (1.2986, 1.7333, 2.2076)  -0.585
C (1.4981, -1.5662, -2.2855)  -0.107
C (-0.0105, 2.3943, 2.0404)  0.003
H (-2.5684, 0.6141, -1.7825)  0.083
H (-0.7161, -0.3150, -3.2283)  0.094
H (2.1572, -2.3485, -1.8878)  0.061
H (2.2001, -0.7227, -2.2162)  0.064
H (-0.5630, 1.9594, 1.2088)  0.085
H (-0.5661, 2.5119, 2.9721)  0.095
H (0.2670, 0.0754, 2.1853)  0.091
H (0.8327, -2.3237, 0.2408)  0.096
H (0.1454, 3.4605, 1.8203)  0.086
H (-0.9423, -1.4989, 1.5815)  0.082
H (1.3199, -1.7700, -3.3486)  0.059



Which structure is the least stable? The one labeled *Q*.



*P*
C9H11O3 | wB97M-V/def2-TZVPD

HOMO-LUMO gap	7.95	eV
HOMO	-4.63	eV
charge	-1
LUMO level	3.32	eV

Each line ends with the Löwdin charge.
Geometry (Å):
O (-2.0472, -1.4077, -1.3717)  -0.109
O (-0.9316, -1.4239, 0.9145)  0.016
O (-1.4294, -1.1432, -3.5112)  -0.049
C (-1.7869, -1.8266, -2.5453)  -0.730
C (1.4686, 0.8764, 2.1866)  -0.091
C (-1.9144, -3.3489, -2.7510)  -0.042
C (0.8370, -0.3264, 1.9833)  -0.027
C (1.2941, 2.0046, 1.4070)  -0.311
C (2.0260, 3.2909, 1.6288)  -0.083
C (-0.0950, -0.3851, 0.9315)  -0.340
C (0.5588, 1.8233, 0.2242)  -0.058
C (-0.1146, 0.6511, -0.0120)  -0.006
H (3.0349, 3.2834, 2.0256)  0.065
H (0.9355, -1.2420, 2.5375)  0.102
H (2.0742, 3.8426, 0.6924)  0.061
H (-2.8073, -3.5903, -3.3089)  0.053
H (1.4497, 3.9844, 2.2434)  0.067
H (-0.7546, 0.4380, -0.8608)  0.103
H (-1.0461, -3.7577, -3.2825)  0.061
H (0.4602, 2.6776, -0.4317)  0.101
H (-1.9276, -3.8388, -1.7780)  0.055
H (-1.3658, -1.6294, 0.0139)  0.061
H (2.0815, 1.0478, 3.0647)  0.099



*Q*
C9H11O3 | wB97M-V/def2-TZVPD

HOMO-LUMO gap	6.97	eV
HOMO	-4.01	eV
charge	-1
LUMO level	2.96	eV

Each line ends with the Löwdin charge.
Geometry (Å):
O (-1.0467, 2.1611, -2.1469)  -0.101
O (-2.2835, 1.5537, -0.3663)  -0.115
O (4.1615, -1.0744, 0.9789)  0.018
C (0.9181, -2.4070, 0.0088)  -0.055
C (0.6624, -0.1328, 0.6573)  -0.010
C (2.2935, -2.2321, 0.0098)  -0.050
C (-2.7266, 3.6711, -1.3694)  -0.063
C (2.8443, -1.0636, 0.5268)  -0.319
C (-1.3397, -1.6148, 0.8097)  -0.066
C (-1.9541, 2.3207, -1.3061)  -0.801
C (2.0220, -0.0035, 0.8911)  -0.010
C (0.0888, -1.3963, 0.4690)  -0.274
H (2.4385, 0.9260, 1.2377)  0.110
H (-2.0717, 4.3833, -1.8721)  0.046
H (-3.0205, 4.0004, -0.3785)  0.046
H (-0.0457, 0.6739, 0.8106)  0.108
H (0.4655, -3.3643, -0.2068)  0.106
H (-1.9111, -2.1423, 0.0533)  0.074
H (4.5451, -1.8768, 0.6527)  0.068
H (-3.5562, 3.5183, -2.0591)  0.049
H (2.9833, -3.0418, -0.2079)  0.101
H (-1.5703, -2.1445, 1.7473)  0.075
H (-1.8966, -0.7142, 1.0601)  0.065



Which structure is the least stable? The one labeled *Q*.